{"formula": "C52H46N7O3PPb", "method": "ωB97M-V with the def2-TZVPD basis set", "elements": ["Pb", "C", "C", "C", "C", "C", "C", "C", "C", "N", "C", "O", "C", "C", "C", "C", "C", "N", "C", "O", "N", "C", "C", "C", "C", "C", "C", "C", "C", "H", "H", "H", "H", "H", "H", "H", "H", "H", "H", "H", "H", "H", "H", "H", "H", "H", "H", "H", "H", "H", "N", "C", "C", "C", "C", "C", "N", "C", "C", "C", "C", "C", "N", "H", "H", "H", "H", "H", "H", "H", "H", "H", "O", "N", "C", "C", "C", "C", "C", "C", "C", "P", "C", "C", "C", "C", "C", "C", "C", "C", "C", "C", "C", "C", "H", "H", "H", "H", "H", "H", "H", "H", "H", "H", "H", "H", "H", "H", "H", "H"], "positions_angstrom": [[-0.586, -0.091, -0.581], [-0.992, 2.959, -5.068], [-0.518, 1.587, -5.373], [0.456, 1.426, -6.328], [0.814, 0.165, -6.767], [0.176, -0.953, -6.255], [-0.761, -0.852, -5.258], [-1.485, -2.102, -4.788], [-1.073, 0.421, -4.718], [-1.801, 0.499, -3.520], [-3.156, 0.247, -3.528], [-3.902, 0.097, -4.528], [-3.818, 0.105, -2.190], [-5.155, -0.225, -2.220], [-5.844, -0.521, -1.051], [-5.162, -0.422, 0.176], [-3.760, -0.235, 0.098], [-3.118, 0.118, -1.022], [-3.057, -0.330, 1.431], [-3.797, -0.561, 2.399], [-1.721, -0.061, 1.533], [-1.199, -0.200, 2.920], [-0.735, -1.557, 3.252], [-1.365, -2.849, 2.865], [0.332, -1.451, 4.306], [0.627, 0.374, 5.539], [-0.130, 1.594, 5.481], [-0.727, 1.693, 4.149], [-1.130, 3.058, 3.730], [-1.253, 3.471, -6.020], [-0.255, 3.604, -4.519], [-1.888, 2.890, -4.474], [0.911, 2.309, -6.763], [1.542, 0.042, -7.610], [0.391, -1.953, -6.632], [-1.301, -2.921, -5.479], [-2.587, -1.865, -4.729], [-1.200, -2.438, -3.770], [-5.699, -0.232, -3.188], [-6.841, -0.990, -1.094], [-5.686, -0.532, 1.130], [-2.174, -2.704, 2.157], [-1.638, -3.380, 3.765], [-0.556, -3.427, 2.358], [1.093, -2.216, 4.349], [1.480, 0.345, 6.189], [-0.273, 2.295, 6.286], [-0.371, 3.797, 3.999], [-1.993, 3.346, 4.361], [-1.385, 3.141, 2.658], [2.038, -3.558, -1.578], [2.587, -2.399, -2.047], [3.829, -2.542, -2.794], [4.401, -1.412, -3.356], [3.755, -0.166, -3.209], [2.604, -0.122, -2.469], [2.010, -1.174, -1.881], [0.694, -3.902, -1.181], [0.603, -5.095, -0.415], [-0.654, -5.602, -0.178], [-1.793, -4.887, -0.561], [-1.593, -3.732, -1.270], [-0.391, -3.213, -1.564], [2.680, -4.338, -1.505], [4.256, -3.535, -2.894], [5.286, -1.451, -3.954], [4.162, 0.746, -3.665], [2.142, 0.842, -2.248], [1.505, -5.569, -0.002], [-0.735, -6.567, 0.253], [-2.777, -5.319, -0.455], [-2.460, -3.170, -1.637], [-1.373, 2.701, -2.041], [-0.502, 2.459, -0.916], [-0.262, 3.607, -0.389], [0.680, 3.890, 0.709], [1.064, 5.245, 0.805], [1.943, 5.714, 1.754], [2.369, 4.840, 2.762], [2.027, 3.517, 2.693], [1.187, 2.986, 1.664], [0.981, 1.217, 1.520], [2.740, 0.664, 1.359], [3.787, 1.491, 0.845], [5.080, 1.008, 0.793], [5.405, -0.320, 1.075], [4.383, -1.147, 1.530], [3.073, -0.675, 1.660], [0.090, 0.722, 3.156], [0.987, -0.070, 4.064], [-0.170, -1.007, 5.733], [-1.654, -0.879, 5.952], [-2.453, -0.099, 5.222], [-1.948, 0.652, 4.010], [-1.526, 1.815, -2.520], [-0.732, 4.487, -0.839], [0.663, 5.944, 0.069], [2.212, 6.751, 1.645], [3.050, 5.258, 3.478], [2.533, 2.824, 3.341], [3.529, 2.512, 0.578], [5.826, 1.726, 0.502], [6.420, -0.659, 0.918], [4.552, -2.198, 1.629], [2.292, -1.386, 1.944], [2.047, -0.042, 3.842], [0.277, -1.620, 6.528], [-2.092, -1.453, 6.816], [-3.506, 0.072, 5.487], [-2.857, 1.109, 3.576]], "forces_ev_per_a": [[0.3, -0.1, 0.0], [0.0, 0.9, 0.0], [0.7, 0.2, 0.6], [-0.1, 0.4, 0.0], [0.9, -0.3, -1.3], [-0.2, -0.9, 0.2], [-0.4, -1.5, -0.1], [-0.9, 0.7, 0.7], [-0.7, 0.4, 1.6], [-0.1, 0.6, -2.5], [-1.0, -0.7, -1.5], [2.3, 0.6, 1.7], [0.3, -0.1, 0.9], [-1.3, 0.0, -0.6], [0.4, -0.5, 0.8], [0.0, -0.3, -1.3], [-1.1, 1.0, 0.3], [-0.3, -0.9, -0.4], [-0.1, 0.7, 1.2], [0.8, -0.4, -0.4], [-0.9, -0.9, 0.3], [1.4, 0.4, -2.7], [-0.7, -0.2, 2.3], [1.4, 1.2, -1.2], [0.4, 0.4, -2.0], [0.7, -1.2, -0.4], [0.3, -0.1, -0.7], [-0.5, -0.9, -0.7], [-0.7, 1.2, 0.2], [0.2, -0.3, 0.6], [-0.5, -0.7, -0.5], [-0.3, 0.3, 0.2], [-0.1, -0.1, -0.1], [-0.7, 0.2, 1.0], [0.1, 0.3, 0.0], [-0.1, 0.0, 0.0], [1.1, -0.5, -0.3], [0.2, 0.4, -0.5], [0.7, -0.1, 0.8], [0.4, 0.9, 0.1], [0.6, -0.2, -0.4], [-0.2, -0.1, 0.2], [-0.2, -0.2, 0.3], [-0.4, 0.0, 0.3], [-0.3, -0.8, 0.0], [0.3, 0.2, 0.5], [-0.1, 0.1, 0.0], [0.1, -0.1, -0.4], [0.1, -0.1, -0.5], [0.0, 0.0, 0.6], [-1.9, -0.5, 1.0], [1.3, 2.0, -1.7], [-1.1, 0.7, 0.8], [-1.1, 0.1, 0.4], [0.5, -0.1, -0.3], [-0.1, 0.1, 0.5], [0.4, -1.9, 0.0], [0.8, -0.1, 0.2], [0.1, 0.7, -0.2], [0.1, 0.5, -0.2], [0.4, -0.8, -0.4], [-0.4, 0.7, 0.1], [1.2, -0.2, 0.0], [-0.2, 0.2, -0.1], [0.1, 0.2, -0.1], [0.5, -0.3, -0.1], [-0.2, -0.5, 0.3], [-0.1, -0.1, -0.2], [-0.5, 0.1, -0.5], [-0.2, -0.7, 0.6], [-0.1, 0.1, 0.2], [0.3, -0.1, 0.1], [0.6, -0.8, 0.9], [-1.3, 1.5, -1.3], [0.5, -0.7, 0.0], [0.0, 0.2, 0.7], [-0.5, -0.3, -0.6], [-0.7, -0.5, -0.1], [0.3, 1.2, -0.9], [-0.4, -1.0, -1.0], [0.7, 1.6, 0.1], [-0.3, -0.3, 0.1], [0.8, -0.5, 0.4], [-1.7, -0.6, 1.1], [0.0, 0.2, -0.4], [-0.7, 0.5, 0.2], [-0.3, 0.3, -0.8], [0.0, 0.4, -0.3], [0.4, 0.2, -0.6], [-0.2, 0.1, 1.9], [-0.9, 0.2, 0.5], [-0.5, -0.7, 1.2], [0.3, 0.4, -0.1], [-1.2, 0.1, 0.9], [0.3, 0.7, 0.3], [0.1, -0.3, 0.0], [0.1, -0.2, 0.1], [0.3, 0.1, 0.6], [0.2, -0.3, 0.5], [-0.1, -0.2, 0.4], [0.4, -0.1, 0.0], [0.4, -0.1, -0.2], [-0.1, -0.1, 0.2], [0.2, -0.5, 0.4], [0.2, 0.2, 0.0], [0.0, -0.1, -0.1], [-0.2, 0.1, -0.4], [0.5, 0.7, -0.9], [0.5, -0.4, -0.2], [0.8, -0.1, -0.2]], "lowdin_charge": [1.320, -0.025, -0.163, -0.027, -0.006, -0.022, -0.163, -0.005, -0.114, 0.104, -0.421, 0.053, -0.175, 0.014, 0.004, 0.044, -0.195, 0.050, -0.491, 0.028, -0.061, -0.314, 0.035, 0.056, -0.109, -0.150, 0.094, -0.352, -0.020, 0.113, 0.114, 0.063, 0.131, 0.144, 0.128, 0.086, 0.097, 0.059, 0.144, 0.133, 0.130, 0.083, 0.121, 0.121, 0.159, 0.148, 0.140, 0.087, 0.114, 0.100, 0.111, -0.290, 0.009, -0.052, -0.072, -0.189, 0.048, -0.261, -0.013, -0.059, -0.061, -0.169, 0.067, 0.136, 0.111, 0.107, 0.114, 0.094, 0.123, 0.107, 0.113, 0.113, -0.130, -0.094, -0.073, -0.197, -0.024, -0.033, -0.044, -0.086, -0.345, 1.067, -0.342, -0.073, -0.069, -0.050, -0.070, -0.121, -0.269, -0.173, -0.100, -0.032, -0.007, -0.080, 0.003, 0.144, 0.123, 0.118, 0.116, 0.115, 0.107, 0.111, 0.115, 0.101, 0.098, 0.126, 0.152, 0.136, 0.133, 0.151], "e_lumo_ev": [-6.8, -7.4], "charge": 2, "homo_lumo_gap_ha": [0.2142, 0.1858], "molar_mass_g_mol": 1055.2, "e_homo_ev": [-12.63, -12.48], "de_lowest_ev": 0.0000}